Computed, not measured: one molecule with the formula H3N3O2 in a non-equilibrium geometry, with ωB97M-V/def2-TZVPD.

Atoms and positions in Å:
N (1.263, 0.188, -0.074)
N (0.140, -0.647, 0.156)
N (-1.019, 0.001, 0.041)
O (-0.974, 1.230, -0.015)
O (-1.988, -0.695, 0.000)
H (0.967, 0.938, -0.659)
H (1.353, 0.523, 0.855)
H (0.259, -1.537, -0.304)

The calculation puts the largest force on an atom at 2.9 eV/Å. As for the total charge: 0. The multiplicity is 1. The value obtained for the frontier orbital gap is 11.362 eV. As for the HOMO energy: -10.83 eV. The SMILES is NN[N+](=O)[O-]. Its total energy is -316.39649 Ha.

Atomic partial charges in e from the natural (NBO) method, atoms 1 to 4:
1 N -0.63
2 N -0.30
3 N 0.62
4 O -0.43